Entry 1:
{"formula": "C16H30BBrIO2", "method": "ωB97M-V/def2-TZVPD", "symbols": ["I", "Br", "O", "O", "C", "C", "C", "C", "C", "C", "C", "C", "C", "C", "C", "C", "C", "C", "C", "C", "B", "H", "H", "H", "H", "H", "H", "H", "H", "H", "H", "H", "H", "H", "H", "H", "H", "H", "H", "H", "H", "H", "H", "H", "H", "H", "H", "H", "H", "H", "H"], "coordinates": [[3.1328, 0.2128, -3.2696], [-0.9212, -1.7765, 0.6536], [1.8247, -1.7368, -0.3940], [1.6779, -1.2052, 1.8781], [-2.9100, 2.5187, -0.3023], [-5.3711, -0.1918, 0.4763], [0.8142, -2.2687, 1.5829], [1.7647, 0.8566, 0.2049], [4.6718, -0.1722, -0.5240], [-3.5962, -0.8112, -1.3796], [0.6320, 1.4730, 1.1160], [3.8644, -0.8268, 0.6558], [-1.6211, 1.6583, -0.0679], [-0.3368, 2.4708, 0.3280], [-4.3324, 0.3151, -0.5900], [-0.6258, 3.7882, 1.1401], [-4.1337, 1.6945, -0.7987], [1.0566, -4.1615, -0.3708], [4.4800, -0.8735, -1.9164], [1.6447, -2.9127, 0.3688], [2.2241, -0.6667, 0.5849], [4.1997, -0.3014, 1.5990], [0.8209, -3.9477, -1.4367], [4.2136, -1.8854, 0.7481], [-5.1917, -1.2616, 0.7126], [4.0229, -1.8830, -1.7859], [-4.3164, -1.1625, -2.1603], [-2.7182, 3.3299, -1.0431], [0.5212, -2.9086, 2.4358], [1.8690, -4.9325, -0.3926], [-2.6818, -0.4546, -1.8977], [5.4373, -1.0382, -2.4572], [-1.3813, 1.0980, -1.0062], [5.7628, -0.2845, -0.2693], [-3.3460, -1.6829, -0.7341], [0.1694, 3.9832, 1.9032], [0.2026, 2.7345, -0.6121], [1.4246, 0.9554, -0.8569], [-1.8926, 0.8754, 0.6830], [2.6501, 1.5412, 0.3117], [-5.3183, 0.4253, 1.4017], [2.5421, -3.3107, 0.9165], [-0.0084, 0.7280, 1.6297], [-6.4245, -0.1054, 0.0858], [-4.9349, 2.2484, -1.3470], [4.5055, 0.9173, -0.6627], [-3.2360, 2.9806, 0.6639], [-1.5880, 3.7733, 1.6978], [1.1500, 2.1181, 1.8747], [0.2012, -4.5756, 0.2026], [-0.5946, 4.6415, 0.4195]], "largest_force_ha_per_bohr": 0.0551, "total_charge": -1, "homo_energy_ev": -4.478, "energy_ha": -3674.65572}

=====

Entry 2:
{"formula": "C16H30BClN3O2S", "method": "ωB97M-V/def2-TZVPD", "symbols": ["Cl", "S", "O", "O", "N", "N", "N", "C", "C", "C", "C", "C", "C", "C", "C", "C", "C", "C", "C", "C", "C", "C", "C", "B", "H", "H", "H", "H", "H", "H", "H", "H", "H", "H", "H", "H", "H", "H", "H", "H", "H", "H", "H", "H", "H", "H", "H", "H", "H", "H", "H", "H", "H", "H"], "coordinates": [[-0.9576, 4.7289, 0.3735], [3.5340, -3.6734, -0.6297], [5.1898, -1.4819, -0.9183], [2.0146, 1.8679, -2.8518], [4.9747, -2.2833, 1.0947], [-3.0130, 2.5604, -2.5232], [5.8120, -1.1670, 1.1333], [0.0577, 2.5969, -1.5318], [-0.6530, -1.4344, 0.9469], [-1.9933, 0.8723, -1.0497], [-0.4086, -0.0242, 1.5323], [-0.2662, -2.5815, 1.8765], [5.9168, -0.7385, -0.0290], [-3.5420, 2.0613, 1.9077], [-3.0050, 3.0320, 0.8568], [-0.2297, -3.9025, 1.1021], [0.8507, -3.9942, -0.0093], [4.6453, -2.4054, -0.1291], [-2.6743, 1.3578, -2.2860], [-1.4797, 2.9965, 0.7060], [2.0646, -3.1339, 0.3202], [0.6265, 1.6089, -2.5462], [0.2206, 0.9613, 0.5163], [-0.8600, 1.8685, -0.3642], [-3.2736, 4.0277, 1.2168], [-1.0790, -2.6790, 2.5995], [0.3216, -0.1602, 2.3407], [2.3312, 1.0807, -3.3043], [-1.4674, -0.0409, -1.3455], [-3.4630, 1.0165, 1.6113], [-3.5473, 2.8980, -0.0771], [-2.8638, 0.5977, -3.0648], [-1.3115, 0.3554, 2.0111], [0.9181, 3.1054, -1.0947], [0.8921, 0.3717, -0.1217], [-3.4526, 2.6326, -3.4386], [-1.7169, -1.5230, 0.7172], [0.8585, 1.6446, 1.0852], [0.4124, -3.6184, -0.9292], [-4.5977, 2.2687, 2.0940], [6.4823, 0.1247, -0.3141], [0.6322, -2.3869, 2.4574], [0.0260, 1.6710, -3.4640], [-2.7672, 0.5311, -0.3530], [1.8864, -2.1006, 0.0438], [-1.2007, -4.0005, 0.6181], [2.3407, -3.1509, 1.3672], [0.5463, 0.5669, -2.2138], [-0.1516, -1.4742, -0.0190], [-0.5095, 3.3306, -2.1037], [-0.1190, -4.7550, 1.7740], [-3.0439, 2.2050, 2.8666], [-1.0826, 2.7908, 1.6996], [1.1747, -5.0220, -0.1567]], "largest_force_ha_per_bohr": 0.0535, "total_charge": -1, "homo_energy_ev": -5.100, "energy_ha": -1825.63174}

=====

Entry 3:
{"formula": "C16H30Br2FN2O6S2", "method": "ωB97M-V/def2-TZVPD", "symbols": ["Br", "Br", "S", "S", "F", "O", "O", "O", "O", "O", "O", "N", "N", "C", "C", "C", "C", "C", "C", "C", "C", "C", "C", "C", "C", "C", "C", "C", "C", "H", "H", "H", "H", "H", "H", "H", "H", "H", "H", "H", "H", "H", "H", "H", "H", "H", "H", "H", "H", "H", "H", "H", "H", "H", "H", "H", "H", "H", "H"], "coordinates": [[-0.7899, -4.4933, -0.5753], [1.6204, -5.3848, -3.2282], [4.1976, -1.5664, 0.0347], [7.0789, -1.3829, -0.2818], [5.6690, 1.7115, -1.3721], [7.3087, 1.0000, 1.3011], [7.1696, -2.2504, 0.9963], [3.9625, -3.1125, 0.2114], [7.4201, 2.6326, -2.8478], [4.4514, -0.9687, 1.4486], [8.1819, -1.9476, -1.2601], [8.2435, 1.2562, -1.0085], [5.5281, -1.3950, -1.0823], [7.0849, 1.9040, -1.7648], [-0.3266, -6.2422, -1.3053], [-0.2773, 0.2787, -1.2713], [0.0211, -1.2590, -0.7455], [-1.9132, 0.5810, -1.4244], [-4.8680, 3.8941, 2.9729], [-4.8744, 3.9483, 1.3015], [-6.0332, 2.9230, 3.5964], [1.1532, -6.3403, -1.5926], [2.6690, -0.6717, -0.6390], [-2.1651, 2.0589, -0.7626], [-5.6223, 1.3422, 3.7344], [1.5425, -1.6700, -1.2879], [-4.4466, 2.5018, 0.6591], [-3.7249, 2.5817, -0.8127], [7.5578, 0.4266, 0.0925], [-2.5575, -0.2863, -0.9517], [3.0282, 0.1075, -1.4351], [-4.1318, 4.7980, 0.9910], [1.7571, -2.8140, -1.1599], [0.0326, -1.2966, 0.4308], [0.2064, 0.4698, -2.3435], [-3.7066, 1.9856, 1.4184], [-0.6181, -6.9587, -0.5324], [-5.4370, 1.8417, 0.6135], [0.1492, 1.0652, -0.4995], [-4.3878, 1.9770, -1.5846], [-3.7861, 3.6903, 3.3727], [-6.6140, 0.7618, 4.0562], [2.1441, -0.0928, 0.2594], [1.5232, -1.4476, -2.4588], [-5.9550, 4.2518, 0.9005], [1.4422, -7.3786, -1.7780], [-0.8146, -2.0096, -1.1354], [-5.2687, 0.8329, 2.7381], [8.6658, 0.5847, -1.7137], [-1.7037, 2.1552, 0.3247], [-5.1390, 5.0017, 3.3111], [1.7785, -5.9306, -0.7944], [-6.2309, 3.3115, 4.7078], [-4.7732, 1.1273, 4.5354], [-7.0516, 3.1098, 3.0231], [-3.7444, 3.7024, -1.1735], [-1.5441, 2.8315, -1.4272], [-0.9517, -6.3945, -2.1896], [-2.1303, 0.6473, -2.5919]], "e_above_lowest_kj_mol": 947.8, "largest_force_ha_per_bohr": 0.1885, "total_charge": -1, "homo_energy_ev": -6.053, "energy_ha": -7232.52831}

=====

Entry 4:
{"formula": "C16H30BrCaIN4O10", "method": "ωB97M-V/def2-TZVPD", "symbols": ["I", "Br", "Ca", "O", "O", "O", "O", "O", "O", "O", "O", "O", "O", "N", "N", "N", "N", "C", "C", "C", "C", "C", "C", "C", "C", "C", "C", "C", "C", "C", "C", "C", "C", "H", "H", "H", "H", "H", "H", "H", "H", "H", "H", "H", "H", "H", "H", "H", "H", "H", "H", "H", "H", "H", "H", "H", "H", "H", "H", "H", "H", "H", "H"], "coordinates": [[-3.6127, -1.0195, -0.0609], [-3.7311, 3.2636, 1.0085], [-0.5506, -1.0549, -3.4384], [3.2684, -0.0531, -0.5573], [-5.5691, -4.3529, 6.4946], [-3.9783, -4.9200, 5.1491], [-4.4959, 1.6449, -0.8700], [4.4816, 3.6515, -2.8656], [-0.0196, 2.9731, 2.4242], [0.1915, 3.1571, -1.2804], [-6.0317, -5.3843, 4.6565], [-3.1605, -4.8526, -0.0453], [4.7848, 5.4024, -4.0949], [-5.1967, -4.8823, 5.4398], [-2.8358, -6.2247, 1.6943], [5.1126, 4.6324, -3.2176], [-1.2804, 2.2957, 0.6002], [2.4394, 4.2719, -1.0262], [1.2729, 3.8014, -1.9602], [0.9710, 0.8060, -1.9625], [-4.7364, -4.6913, 1.7624], [1.0694, 1.7423, 0.5536], [1.0459, -0.7033, -1.4618], [6.3929, 4.9169, -2.5150], [0.4707, 1.8314, -0.8983], [4.0225, -0.0126, 0.6567], [-3.5379, 0.9904, -0.9008], [-2.1790, 1.4204, -1.5637], [-1.0022, 1.3204, -0.4873], [-3.5277, -5.2520, 1.0642], [2.2742, -1.0480, -0.5530], [-3.1093, -6.8180, 2.9929], [-0.1045, 2.4472, 1.3718], [1.0301, 0.7146, 0.9711], [6.5545, 4.1520, -1.7623], [1.9966, 4.5367, -0.0463], [-3.2618, -7.8922, 2.8589], [4.0899, 1.0142, 1.0732], [-2.0395, -6.5554, 1.1722], [1.1677, -1.3618, -2.4086], [1.9772, 1.1298, -2.3102], [2.0436, 2.2299, 0.7057], [-3.9864, -6.3833, 3.4627], [6.3033, 5.8986, -2.0566], [-2.3397, 2.4332, -1.9730], [-0.9892, 0.3737, 0.1011], [2.9195, 5.1588, -1.4845], [1.6959, 3.2344, -2.8155], [0.2638, 0.8458, -2.8633], [-1.7923, 3.1501, 0.3219], [7.1849, 4.9015, -3.2593], [3.6282, -0.6618, 1.4633], [0.1303, -1.0798, -0.9451], [-5.4742, -5.4749, 1.9317], [-2.0611, 0.6522, -2.3721], [0.8447, 4.7290, -2.3999], [3.1593, 3.4415, -0.9005], [-5.1864, -3.9217, 1.1362], [5.0616, -0.3570, 0.4520], [-2.2428, -6.6592, 3.6349], [1.8910, -1.3258, 0.4502], [2.7412, -1.9794, -0.9623], [-4.4486, -4.2432, 2.7148]], "largest_force_ha_per_bohr": 0.0733, "homo_energy_ev": -6.099, "energy_ha": -5147.86108}